No. 1
C49H48ClCrIN6O4P2SSi2 | the ωB97M-V functional and the def2-TZVPD basis

```
115
Properties=species:S:1:pos:R:3
C 2.464 2.818 -1.304
C -2.113 1.158 -0.654
C 1.411 0.506 -5.040
H -8.544 -0.408 2.674
O -10.584 2.202 -1.232
C 4.360 1.893 1.644
H 0.041 -2.042 -4.552
I -3.461 3.915 -0.490
H 0.116 -3.009 3.449
H 2.444 -2.950 1.432
C 5.073 -0.679 -2.075
Si 0.198 -0.577 3.625
C 3.480 -2.162 -3.048
H 4.583 0.057 3.578
P 2.449 0.127 -1.660
C 2.689 4.149 -1.623
H 3.676 -4.712 2.652
C -3.267 0.418 1.691
N -9.129 0.222 0.793
H 4.475 1.335 -3.641
C 2.304 2.325 2.824
H 6.659 -3.354 -3.442
H 4.211 -3.906 -3.893
C 3.860 -3.683 2.875
C -0.885 0.857 4.166
H 5.240 -4.077 4.485
N -7.391 0.603 -0.764
H 3.692 5.424 -2.971
C -8.220 -0.116 1.690
H 7.127 -1.242 -2.275
C -4.523 -1.143 -0.895
C 4.847 3.118 2.073
C -3.478 1.814 -0.518
C 3.053 1.784 -2.071
H 5.828 3.471 1.748
C -5.084 0.229 -0.276
H 1.906 1.488 -4.865
H -4.776 1.785 1.223
C -0.621 -2.214 3.707
C 3.207 -2.676 2.157
C 6.095 -1.512 -2.502
H 5.761 -1.672 4.844
H -5.065 1.616 -2.111
H -0.247 1.590 4.712
H 4.813 3.744 -4.222
H 2.487 -2.437 -3.321
O -9.310 0.949 -2.951
C -3.451 -3.293 0.111
H -2.233 -4.850 0.967
H -3.305 0.766 2.742
Cr 0.334 -0.316 -0.065
H -1.477 -2.303 3.010
H -0.919 2.183 -4.569
H -6.074 -0.426 2.166
H 4.959 1.291 0.948
H -4.308 -3.964 0.011
H -0.708 2.345 -2.825
H 2.327 5.013 -1.043
C 2.772 3.569 3.204
C -4.446 1.051 -1.457
N -2.439 -0.512 1.451
N 0.924 -0.133 -2.157
H -1.471 -1.187 -4.977
S -10.018 0.922 -1.677
C 4.768 -3.338 3.855
C -0.756 -1.373 -4.149
C 3.734 -0.953 -2.362
C 3.475 4.390 -2.763
C -1.032 -3.143 0.510
C -4.166 1.073 0.687
C 4.088 3.923 2.902
H 2.291 -1.602 4.633
C 3.957 2.103 -3.059
H 0.834 0.549 -5.953
C 4.400 -0.989 3.358
C 3.101 1.468 2.068
H 2.120 4.265 3.729
C 5.099 -1.991 4.048
H -1.447 -0.459 -1.786
H 1.297 2.029 3.072
H -3.696 -0.572 -2.861
H 2.209 -0.243 -5.135
H 2.327 0.147 4.891
H 4.553 4.855 3.228
H -1.655 0.526 4.856
H 1.232 -0.843 5.830
C 4.525 -3.013 -3.383
C -8.694 0.557 -0.426
C -2.275 -1.140 0.090
C 2.263 -0.197 -0.070
P 2.386 -0.095 1.590
C -6.846 -0.117 1.477
C 3.433 -1.294 2.450
Si 0.145 0.173 -3.658
H 5.347 0.222 -1.527
C 5.860 -2.700 -3.170
C -3.695 -0.252 -1.819
N -1.015 -1.820 0.084
C -2.318 -0.183 -1.165
N 0.840 -0.307 1.987
H -0.990 -2.480 4.708
C -2.207 -3.818 0.657
Cl -5.724 -2.108 -1.684
O -1.054 1.439 -0.120
H -1.293 -1.972 -3.418
H -0.057 -3.592 0.676
C 4.135 3.413 -3.443
H -1.311 1.335 3.282
C 1.662 -0.706 4.862
C -3.490 -2.003 -0.192
O -10.886 -0.217 -1.459
C -1.025 1.655 -3.613
H -2.103 1.367 -3.531
H 1.831 2.552 -0.453
C -6.491 0.291 0.183
```

Values from the calculation:
HOMO level (alpha / beta) ... -5.19 / -5.32 eV
Gap between HOMO and LUMO (alpha / beta) ... 6.64 / 6.85 eV
Multiplicity ... 4
Total charge ... -1

---

No. 2
C49H49Cl12N9 | the ωB97M-V functional and the def2-TZVPD basis

```
119
Properties=species:S:1:pos:R:3
C 10.701 -2.530 19.653
C 8.401 -2.222 20.065
H 11.095 -4.205 18.303
C 2.145 2.058 17.210
H 13.790 1.917 19.805
C 10.310 6.831 15.508
C 6.024 5.721 17.422
C 9.396 9.194 14.618
C 10.339 2.955 13.150
C 12.023 4.120 14.333
H 8.449 0.187 15.726
C 7.220 6.378 17.782
N 5.390 1.235 22.668
H 3.069 1.082 18.796
H 9.376 5.388 23.221
C 4.765 0.086 22.296
H 5.602 0.008 19.035
H 9.390 2.446 13.235
N 9.481 -2.056 13.727
Cl 12.772 0.357 18.307
C 5.119 5.825 12.247
H 9.903 -1.041 20.952
C 5.391 3.548 12.222
H 13.287 5.240 20.410
H 4.463 6.645 11.993
C 7.475 6.501 19.118
H 9.754 6.043 13.552
H 7.472 -1.018 14.098
C 9.874 -2.223 14.981
Cl 5.655 0.244 13.306
N 8.311 2.245 15.941
C 10.782 3.502 11.942
C 9.697 -1.840 20.255
C 6.706 4.792 13.725
H 3.740 3.203 14.370
Cl 9.914 3.876 24.911
C 6.062 5.972 13.254
H 9.056 8.337 12.703
N 12.488 4.719 13.227
C 9.123 0.759 17.637
N 4.751 4.637 11.795
Cl 13.974 6.825 18.845
C 6.018 2.002 21.703
H 9.493 -0.234 17.845
H 10.601 5.836 15.810
H 12.255 0.193 15.162
N 4.440 1.665 17.304
H 1.126 1.987 17.559
C 9.337 1.868 18.555
C 10.091 4.567 23.273
Cl 11.759 5.188 23.092
C 5.285 5.050 18.403
N 8.047 -3.304 19.340
H 4.353 -1.377 20.759
Cl 14.705 0.089 20.466
H 10.902 7.827 17.236
C 6.154 1.572 20.369
Cl 6.007 -2.590 13.023
C 12.928 5.506 19.415
H 9.742 1.709 19.543
Cl 5.946 -1.398 15.691
C 3.538 2.770 15.338
C 8.554 3.332 16.798
C 10.066 -1.171 12.889
Cl 13.206 4.149 18.303
C 10.361 -3.621 18.838
H 6.881 2.667 13.522
C 10.993 3.233 14.353
C 9.379 8.138 13.714
H 5.652 5.549 16.423
H 5.634 2.451 15.685
H 6.508 2.902 22.045
C 9.011 -3.968 18.692
H 11.559 0.358 12.691
H 6.326 6.920 13.700
H 12.190 4.876 11.150
H 11.302 -1.748 16.479
C 4.638 2.308 16.077
C 9.768 6.902 14.206
Cl 9.634 3.351 22.039
C 10.446 7.945 16.264
Cl 11.210 5.915 19.549
H 9.663 -1.085 11.891
N 5.632 5.020 19.737
H 7.440 4.949 14.502
H 4.428 4.461 18.112
H 8.425 4.353 16.472
C 6.437 3.575 13.141
H 4.277 -0.383 23.137
H 9.128 4.042 18.708
C 6.668 5.852 20.066
C 2.270 2.619 15.947
H 12.465 4.475 15.252
H 1.390 2.978 15.434
H 8.680 -4.878 18.214
C 4.854 -0.464 21.047
N 9.992 9.151 15.884
C 10.931 -1.485 15.499
H 5.139 2.642 11.690
C 3.209 1.563 17.840
Cl 12.121 0.872 21.095
C 11.519 -0.451 14.703
H 11.713 -2.167 19.750
H 9.504 -3.032 15.595
H 10.259 3.244 11.034
C 8.595 1.019 16.399
H 6.682 2.028 19.545
C 6.394 -1.163 14.027
H 6.923 5.858 21.115
H 7.828 6.879 17.044
C 8.955 3.146 18.130
C 5.600 0.296 20.075
C 13.373 0.911 19.846
H 9.170 10.175 14.229
H 8.368 7.019 19.435
C 11.058 -0.309 13.377
C 11.855 4.337 12.024
H 10.677 2.690 15.232
H 7.582 -1.702 20.540
```

Values from the calculation:
HOMO level ... -9.33 eV
Gap between HOMO and LUMO ... 9.35 eV
Multiplicity ... 1

---

M readings, ordered: 1149.501 1189.430 g/mol
Energy relative to the best compared isomer or geometry (same formula, charge and spin) readings, ordered: 49.8 38.6 kcal/mol
Total energy readings, ordered: -5987.882725 -7911.551288 Eh